Run 1
Entry from the OMol25 dataset: a single C6H13NO2 molecule (the ωB97M-V functional and the def2-TZVPD basis).

```
22
Properties=species:S:1:pos:R:3:nbo_charge:R:1
O -0.001 -1.579 -1.786 -0.7137
O 0.386 0.886 0.767 -0.5890
N -2.062 -1.010 0.904 -0.7239
C 0.146 -1.199 -0.434 0.0014
C 1.832 0.528 -1.304 -0.6417
C 0.470 0.853 2.179 -0.2513
C -1.260 -0.335 0.165 0.4006
C 1.225 -0.247 -0.165 0.1185
C -1.830 0.735 -0.724 -0.6883
H 1.072 0.852 -2.016 0.2273
H 2.524 -0.115 -1.859 0.2308
H -2.587 0.313 -1.388 0.2247
H -2.319 1.478 -0.089 0.2370
H 1.227 1.575 2.500 0.1764
H 0.685 -0.136 2.599 0.1662
H -0.493 1.172 2.591 0.1974
H -0.885 -1.960 -1.888 0.4846
H 1.972 -0.636 0.525 0.2003
H -1.056 1.231 -1.303 0.2169
H 0.196 -2.073 0.218 0.1631
H 2.370 1.407 -0.943 0.2316
H -1.611 -1.742 1.452 0.3310
```

Calculated values
Orbital gap ... 9.357 eV
E_LUMO ... 0.768 eV
Charge ... 0
SMILES ... [H]/N=C(/C)[C@@H](O)[C@@H](C)OC

Run 2
Entry from the OMol25 dataset: a single C6H13NO2 molecule (the ωB97M-V functional and the def2-TZVPD basis).

```
22
Properties=species:S:1:pos:R:3:nbo_charge:R:1
O -0.003 -0.942 2.328 -0.7262
O 0.023 1.006 1.044 -0.5772
N 1.995 -0.268 1.323 -0.8769
C -0.204 1.401 -1.405 -0.6374
C 0.566 -0.267 1.248 0.6526
C 0.960 -1.344 -1.147 -0.6102
C -0.677 0.520 -0.270 0.2981
C -2.182 0.549 -0.099 -0.6321
C -0.038 -0.852 -0.121 -0.2941
H -2.652 0.127 -0.987 0.2149
H -0.604 2.405 -1.281 0.2199
H -2.526 1.573 0.031 0.2153
H -2.471 -0.035 0.771 0.2248
H 1.384 -2.287 -0.809 0.2248
H 2.327 -0.614 2.213 0.3781
H -0.766 -1.626 0.120 0.2167
H 1.777 -0.640 -1.273 0.2135
H 0.880 1.459 -1.421 0.2185
H 2.362 0.658 1.138 0.3789
H -0.069 -0.315 3.060 0.4755
H -0.553 0.993 -2.353 0.2165
H 0.471 -1.503 -2.107 0.2058
```

Calculated values
Orbital gap ... 10.323 eV
E_LUMO ... 0.867 eV
Charge ... 0
SMILES ... C[C@@H]1C(C)(C)O[C@@]1(N)O

Run 3
Entry from the OMol25 dataset: a molecular structure, C6H13NO2 (the ωB97M-V functional and the def2-TZVPD basis).

```
22
Properties=species:S:1:pos:R:3:nbo_charge:R:1
O -1.361 -0.590 0.796 -0.7852
O 2.041 -1.444 0.255 -0.6596
N 0.601 -1.893 1.956 -0.8174
C 0.346 0.878 -0.347 -0.3591
C -0.104 1.627 1.063 -0.7798
C -0.295 -0.712 0.040 0.2794
C -0.359 1.518 -1.530 -0.6301
C 0.925 -1.377 0.755 0.6156
C -0.536 -1.418 -1.299 -0.6405
H -1.439 1.412 -1.406 0.2283
H 1.401 0.635 -0.515 0.2852
H -0.533 2.624 0.963 0.2492
H -0.799 -2.456 -1.092 0.2263
H -0.043 1.040 -2.455 0.2356
H 0.534 1.425 1.921 0.2598
H -1.020 0.826 1.219 0.3869
H 0.880 1.885 0.274 0.4330
H -1.389 -0.972 -1.808 0.2170
H 0.351 -1.412 -1.933 0.2163
H 1.287 -2.390 2.499 0.3995
H -0.354 -1.789 2.267 0.4276
H -0.131 2.582 -1.624 0.2121
```

Calculated values
Orbital gap ... 9.097 eV
E_LUMO ... 0.652 eV
Charge ... 0

Run 4
Entry from the OMol25 dataset: 2 unconnected molecules or ions with the total composition C6H13NO2 (the ωB97M-V functional and the def2-TZVPD basis).

```
22
Properties=species:S:1:pos:R:3:nbo_charge:R:1
O -2.006 1.565 0.275 -0.7782
O 0.421 1.348 2.069 -0.6403
N 0.806 0.956 -0.139 -0.7261
C -1.030 2.494 0.531 -0.1174
C 0.200 -0.999 -0.409 0.3895
C 0.675 -1.625 0.872 -0.6944
C 0.186 1.624 0.781 0.6375
C 1.074 -1.241 -1.606 -0.6777
C -1.220 -0.847 -0.594 -0.8055
H 1.122 0.683 2.123 0.4875
H -1.546 -0.940 -1.630 0.2255
H 1.729 -1.415 1.061 0.2188
H -1.816 -1.462 0.082 0.2427
H -0.817 3.193 -0.301 0.1411
H 0.067 -1.311 1.720 0.2324
H 0.764 -0.637 -2.460 0.2240
H -1.230 3.092 1.432 0.1702
H 0.564 -2.711 0.781 0.2401
H 2.125 -1.050 -1.392 0.2274
H -1.573 0.266 -0.243 0.3965
H 0.963 -2.292 -1.898 0.2353
H 0.544 1.309 -1.055 0.3710
```

Calculated values
Orbital gap (alpha / beta) ... 8.325 / 8.326 eV
E_LUMO (alpha / beta) ... 0.096 / 0.096 eV
Charge ... 0

Verdict on stability: run 3 comes out at the bottom.